Record 1
Formula: C40H63ClF24NO10P2
Source: the OMol25 dataset
Level of theory: ωB97M-V with the def2-TZVPD basis set

Summary:
LUMO energy = -2.2 eV
HOMO-LUMO gap = 9.5355 eV
net charge = +1
HOMO = -11.784 eV
spin multiplicity = 1
calculated total energy = -160782.396 eV

Structure (XYZ):
```
141
C40H63ClF24NO10P2 (ωB97M-V with the def2-TZVPD basis set)
C 3.0739 -4.4363 2.2563
C 4.0186 -3.2578 2.6277
C 4.7629 -2.7139 1.4001
C 3.7542 -1.9896 0.4676
C 4.0204 -0.4451 0.4683
C 3.5064 0.1593 -0.8671
C 1.9960 0.4938 -0.6688
C 1.8928 1.8311 0.0602
C 0.4474 2.2370 0.3872
C -0.2618 1.0986 1.1572
N -1.1237 1.5632 2.2872
C -0.6938 1.1203 3.6440
C -0.1339 -0.3170 3.8264
P -0.8403 -1.8232 3.0897
O 0.1860 -2.8384 3.3062
O -2.1266 -2.3924 3.9287
O -1.0741 -1.8261 1.5033
O 0.3935 2.0052 3.8685
C 1.0823 1.9318 5.1075
C 2.5564 1.4810 4.8849
C -1.8025 1.3048 4.6963
C -2.5813 2.6089 4.4742
C -3.1357 2.7017 3.0182
C -2.6070 1.5996 2.0660
C -3.3488 0.2754 2.1094
C -4.8923 0.4048 2.0590
C -5.4845 -0.9497 1.6532
C -6.8875 -1.2173 2.2144
C -7.0682 -2.7351 2.3464
O -6.4825 -3.3430 1.1756
C -5.6823 -4.4001 1.5117
C -6.2764 -5.7080 1.9642
O -4.5234 -4.2759 1.4276
P -2.9542 2.3864 0.3171
O -3.5846 1.2073 -0.6314
Cl -4.5193 3.7241 0.4811
H 3.5827 -5.3793 2.4416
H 2.1779 -4.4059 2.8719
H 2.8073 -4.3672 1.2024
H 3.4278 -2.4895 3.1252
H 4.7699 -3.6715 3.3020
H 5.2265 -3.5082 0.8188
H 5.5095 -2.0044 1.7497
H 2.7190 -2.1110 0.7879
H 3.8526 -2.2964 -0.5709
H 5.0610 -0.2023 0.6728
H 3.4338 -0.0152 1.2860
H 3.9902 1.1286 -0.9679
H 3.6760 -0.4846 -1.7225
H 1.5727 0.5394 -1.6750
H 1.5041 -0.3284 -0.1393
H 2.5468 1.9041 0.9296
H 2.2421 2.5938 -0.6287
H -0.0832 2.4770 -0.5280
H 0.5144 3.1658 0.9654
H -0.8103 0.4918 0.4453
H 0.5645 0.4688 1.4719
H -0.9341 2.5752 2.3022
H 0.9124 -0.3243 3.5262
H -0.1126 -0.5247 4.8937
H -2.3658 -3.2252 3.4675
H -0.2505 -2.1432 1.1010
H 0.6735 1.3052 5.8970
H 1.1480 2.9374 5.5225
H 2.6263 0.4105 5.0807
H 2.7542 1.5825 3.8172
H 3.2570 2.0457 5.4867
H -2.5259 0.4893 4.6733
H -1.4010 1.3192 5.7054
H -3.3751 2.7788 5.1948
H -1.8663 3.4213 4.6259
H -4.2157 2.7461 3.0296
H -2.7436 3.6379 2.6023
H -3.1079 -0.3587 1.2532
H -3.1804 -0.3491 2.9885
H -5.1998 0.5968 3.0939
H -5.2494 1.2520 1.4753
H -5.4269 -1.0366 0.5721
H -4.8205 -1.7007 2.0892
H -7.0758 -0.7346 3.1728
H -7.6088 -0.8212 1.4965
H -6.5206 -3.0701 3.2331
H -8.1104 -3.0368 2.4524
H -6.7084 -6.2340 1.1134
H -7.0569 -5.5419 2.7079
H -5.4975 -6.3241 2.3969
H -2.9753 0.4557 -0.6756
C 0.6475 3.4168 -5.8081
C 1.5485 3.3081 -7.0469
C 2.1551 1.9330 -7.3132
F 2.9607 1.5483 -6.2978
F 2.9102 1.9866 -8.4358
F 2.5213 4.2486 -6.9784
F 0.7802 3.6248 -8.1216
O 1.2519 3.9491 -4.6402
C 1.9391 3.0972 -3.8114
C 3.4155 3.4763 -3.7149
F 3.9983 3.4109 -4.9265
F 4.0583 2.6073 -2.8980
F 1.7636 1.8163 -4.1907
F 1.3759 3.2147 -2.5770
H -0.1252 4.1405 -6.0635
H 0.1137 2.4884 -5.6054
H 1.3746 1.1807 -7.4591
H 3.5275 4.4898 -3.3225
C 5.2031 6.9572 -8.7540
C 3.8466 6.9324 -9.4729
C 3.3745 5.5643 -9.9561
F 4.2227 5.0398 -10.8678
F 2.1631 5.6832 -10.5562
F 3.8645 7.8163 -10.4936
F 2.9168 7.3869 -8.5820
O 6.3179 7.3418 -9.5335
C 6.9604 6.3717 -10.2744
C 6.8894 6.6690 -11.7710
F 5.6062 6.7055 -12.1864
F 7.5191 5.6905 -12.4613
F 6.4817 5.1462 -9.9802
F 8.2579 6.3864 -9.8956
H 5.1239 7.7356 -7.9962
H 5.3908 6.0366 -8.2003
H 3.2711 4.8667 -9.1227
H 7.3604 7.6285 -11.9954
C -1.9731 -8.0911 5.4161
C -2.2188 -7.3939 4.0707
C -2.1578 -5.8704 4.0894
F -3.1059 -5.3335 4.8939
F -2.3788 -5.3634 2.8468
F -3.3989 -7.8128 3.5562
F -1.2500 -7.8215 3.2163
O -3.1273 -8.4939 6.1271
C -3.7431 -7.5723 6.9470
C -5.1702 -7.2789 6.4869
F -5.1714 -6.7663 5.2343
F -5.7365 -6.3625 7.3043
F -3.0048 -6.4471 7.0479
F -3.7963 -8.1175 8.1797
H -1.4626 -9.0235 5.1800
H -1.2774 -7.5363 6.0462
H -1.1754 -5.5207 4.4213
H -5.7722 -8.1896 6.4951
```

Results of the Löwdin charge analysis, in e, for atoms 1 through 5: -0.10 -0.25 -0.20 -0.19 -0.19


Record 2
Formula: C29H38CuN4O2P2
Source: the OMol25 dataset
Level of theory: ωB97M-V with the def2-TZVPD basis set

Summary:
LUMO energy (spin up / spin down) = -0.2 / -1.3 eV
HOMO-LUMO gap (spin up / spin down) = 7.3041 / 6.2789 eV
net charge = 0
HOMO (spin up / spin down) = -7.492 / -7.560 eV
spin multiplicity = 2
calculated total energy = -103955.330 eV

Structure (XYZ):
```
76
C29H38CuN4O2P2 (ωB97M-V with the def2-TZVPD basis set)
Cu 1.9484 -0.9618 0.2748
C 6.5548 -0.9909 1.3287
C 6.4721 -0.0127 0.4290
C 7.1833 -0.1078 -0.8944
C 7.0342 -1.5035 -1.5928
C 5.7108 -2.2103 -1.4035
C 5.3547 -2.9139 -0.3168
C 6.3877 -3.4009 0.6353
C 7.3264 -2.2602 1.1698
C 0.0252 -1.7622 0.2580
H 6.1506 -0.8586 2.3351
H 6.0687 0.9674 0.6673
H 8.2637 0.0995 -0.7656
H 6.8399 0.6747 -1.5898
H 7.1790 -1.3435 -2.6674
H 7.8612 -2.1537 -1.2806
H 5.1722 -2.4098 -2.3440
H 4.3643 -3.3370 -0.1924
H 6.9943 -4.1527 0.1098
H 5.9321 -3.9170 1.4876
H 7.6696 -2.5991 2.1580
H 8.2204 -2.1609 0.5242
H -0.2656 -1.1117 1.0913
H -0.0744 -2.8436 0.4730
H -0.4772 -1.4432 -0.6612
P 2.2752 -1.2144 -1.8931
P 2.6735 1.3312 0.2475
N 2.4167 -2.9411 -1.8809
N 1.3048 -1.0017 -3.2589
N 3.1581 0.8592 1.9024
N 2.6218 3.0295 0.6203
C 3.7436 -0.1821 -2.1044
C 3.8318 1.1235 -1.2477
C 2.2126 -3.6720 -0.6898
C 2.4472 -5.0020 -0.9362
C 2.7025 -5.1351 -2.3404
C 2.6961 -3.8627 -2.8936
C 0.0115 -1.5461 -3.4105
C -0.4574 -1.1886 -4.6566
C 0.5589 -0.4014 -5.2996
C 1.6341 -0.3232 -4.4386
C 2.5567 -0.1925 2.6392
C 3.4108 -0.5876 3.6569
C 4.5643 0.2484 3.5522
C 4.3840 1.1294 2.4968
C 3.4418 3.9537 1.2941
C 2.8581 5.2137 1.2101
C 1.6612 5.0843 0.4331
C 1.5332 3.7556 0.0767
H 3.9226 0.0297 -3.1723
H 4.5831 -0.8043 -1.7371
H 4.8607 1.2083 -0.8714
H 3.6240 1.9889 -1.8975
H 1.8823 -3.1949 0.2227
H 2.4506 -5.7682 -0.1712
H 2.8589 -6.0722 -2.8539
H 2.8648 -3.5161 -3.8992
H -0.4480 -2.0728 -2.5872
H -1.4259 -1.4296 -5.0566
H 0.4891 0.0849 -6.2542
H 2.5842 0.1813 -4.5125
H 1.5344 -0.5228 2.4502
H 3.2677 -1.3931 4.3668
H 5.4717 0.1578 4.1296
H 5.0052 1.9262 2.1264
H 4.3417 3.6498 1.7891
H 3.2466 6.1385 1.6320
H 0.9807 5.8876 0.1561
H 0.7855 3.2187 -0.4878
C -2.0107 2.2588 -0.2416
C -0.7965 1.4573 0.1663
O -0.6073 1.3263 1.4115
O -0.0824 0.9283 -0.7623
H -2.7068 2.2129 0.6007
H -2.4778 1.9141 -1.1748
H -1.6784 3.2927 -0.3922
```

Results of the Löwdin charge analysis, in e, for atoms 1 through 5: 0.16 -0.10 -0.13 -0.17 -0.17